No. 1
{
  "formula": "C37H26Cl6NO5RuTe",
  "method": "ωB97M-V with the def2-TZVPD basis set",
  "total_charge": 1,
  "fmax_ev_per_a": 5.44,
  "homo_lumo_gap_ev": 5.6446,
  "symbols": ["Ru", "C", "C", "C", "C", "C", "O", "C", "C", "C", "C", "C", "C", "C", "O", "C", "C", "C", "N", "C", "C", "Te", "C", "C", "C", "C", "C", "C", "C", "C", "C", "C", "C", "C", "H", "H", "H", "H", "H", "H", "H", "H", "H", "H", "H", "H", "H", "H", "H", "H", "H", "H", "H", "H", "H", "H", "H", "H", "Cl", "C", "C", "Cl", "C", "Cl", "C", "O", "C", "Cl", "C", "Cl", "Cl", "C", "C", "O", "O", "H", "H"],
  "xyz": [[0.556189, -1.683983, -0.125772], [0.966594, 5.447097, -0.170331], [1.183676, 4.096807, 0.395556], [3.275271, 2.228672, 0.388644], [3.555229, 0.939550, 0.229021], [4.945932, 0.373052, 0.492834], [5.095672, -0.144831, 1.570947], [5.995834, 0.494894, -0.537093], [5.771448, 1.177006, -1.731299], [6.785680, 1.276266, -2.670871], [8.014913, 0.683356, -2.422771], [8.238216, -0.008160, -1.236565], [7.232934, -0.102926, -0.293433], [2.457569, -0.027134, -0.014670], [2.662076, -1.240966, -0.005988], [0.979975, 0.307444, -0.272561], [0.735678, 1.683262, -0.579454], [-1.817458, -0.486498, -0.114286], [-1.557510, -1.642918, -0.142425], [-2.512331, -2.833462, -0.073659], [-2.785433, -3.308678, -1.478385], [-4.275457, -4.849623, -1.404462], [-5.791407, -3.391188, -1.208543], [-6.309150, -3.076971, 0.045248], [-7.219967, -2.036711, 0.183356], [-7.615410, -1.306877, -0.928067], [-7.111892, -1.625893, -2.182217], [-6.204223, -2.666317, -2.324251], [-2.244285, 0.835288, -0.103819], [-2.637798, 1.434023, -1.313470], [-3.116242, 2.726190, -1.285417], [-3.191134, 3.407308, -0.073248], [-2.784145, 2.818496, 1.122957], [-2.302082, 1.528432, 1.119235], [1.894213, 6.021615, -0.150435], [0.236426, 5.990473, 0.428503], [0.619459, 5.401917, -1.202987], [3.986174, 3.037635, 0.501379], [4.806500, 1.623783, -1.934960], [6.615377, 1.807599, -3.597306], [8.804390, 0.755743, -3.159210], [9.197305, -0.473170, -1.053468], [7.383138, -0.633801, 0.636921], [-0.109774, 2.389613, -0.405529], [-3.419269, -2.466824, 0.405431], [-2.009315, -3.566565, 0.549511], [-1.893601, -3.678534, -1.976866], [-3.225183, -2.511103, -2.076742], [-6.013320, -3.653896, 0.912727], [-7.624039, -1.802912, 1.159841], [-8.328063, -0.499694, -0.820111], [-7.437611, -1.074649, -3.054928], [-5.829017, -2.925246, -3.306739], [-2.558291, 0.881326, -2.239928], [-3.430416, 3.207541, -2.200605], [-3.573938, 4.419633, -0.059444], [-2.843282, 3.371338, 2.049880], [-1.964848, 1.044749, 2.026563], [1.864349, 3.071668, 6.009683], [1.485528, 2.148770, 4.613915], [1.078819, 0.817394, 4.756480], [0.965112, 0.110757, 6.309607], [0.760593, 0.065563, 3.633551], [0.231822, -1.566323, 3.744252], [0.835390, 0.639435, 2.363530], [0.398081, -0.067638, 1.308678], [1.267603, 1.953442, 2.225243], [1.505407, 2.693174, 0.427146], [1.586664, 2.710598, 3.340109], [2.198715, 4.324540, 3.220757], [-0.991753, -6.271125, -0.946414], [0.637278, -5.548290, -1.071833], [0.569674, -4.095179, -0.687656], [0.427031, -3.742124, 0.512805], [0.658853, -3.192003, -1.577060], [0.983959, -5.660255, -2.093207], [1.276872, -6.083014, -0.375815]],
  "atomic_forces_ev_per_a": [[-1.0, 1.3, 0.3], [0.3, 0.0, 0.2], [-0.2, -0.1, -0.3], [0.2, -1.5, -0.4], [0.0, 0.1, -0.2], [0.0, 0.0, -0.1], [0.0, 0.0, 0.0], [0.0, 0.0, 0.0], [0.0, 0.0, 0.0], [0.0, 0.0, 0.0], [0.0, 0.0, 0.0], [0.0, 0.0, 0.0], [0.0, 0.0, 0.0], [0.0, 0.1, 0.0], [-0.2, -0.1, 0.2], [0.5, 0.5, 0.2], [-0.9, -1.4, -0.6], [0.9, -0.3, -0.3], [-0.7, -0.8, 0.4], [0.1, 0.1, -0.1], [-0.1, 0.0, 0.0], [0.0, 0.0, 0.0], [0.1, 0.1, 0.0], [0.0, 0.0, 0.0], [0.0, 0.0, 0.0], [0.0, 0.0, 0.0], [0.0, 0.0, 0.0], [0.0, 0.0, 0.0], [-0.1, 0.1, 0.0], [0.0, 0.0, 0.0], [0.0, 0.0, 0.0], [0.0, 0.0, 0.0], [0.0, 0.0, 0.0], [0.0, -0.1, 0.0], [0.0, 0.0, 0.0], [0.0, 0.0, 0.0], [-0.1, 0.0, 0.0], [-0.3, 0.2, 0.3], [0.0, 0.0, 0.0], [0.0, 0.0, 0.0], [0.0, 0.0, 0.0], [0.0, 0.0, 0.0], [0.0, 0.0, 0.0], [-1.1, -1.8, -1.4], [0.0, 0.0, 0.0], [0.0, 0.0, 0.0], [0.0, -0.1, 0.0], [0.0, 0.0, 0.0], [0.0, 0.0, 0.0], [0.0, 0.0, 0.0], [0.0, 0.0, 0.0], [0.0, 0.0, 0.0], [0.0, 0.0, 0.0], [0.0, 0.0, 0.0], [0.0, 0.0, 0.0], [0.0, 0.0, 0.0], [0.0, 0.0, 0.0], [0.0, 0.0, 0.0], [0.0, 0.0, 0.0], [-0.1, -0.1, 0.0], [0.0, 0.1, 0.0], [0.0, 0.0, 0.0], [-0.1, 0.0, 0.0], [0.0, 0.0, 0.0], [-0.1, -0.1, 0.1], [0.1, -0.1, -0.1], [0.2, -0.4, 0.1], [2.2, 4.5, 2.2], [0.2, -0.1, 0.0], [0.0, 0.0, 0.0], [0.0, 0.0, 0.0], [0.0, 0.0, 0.0], [0.1, 0.0, 0.0], [0.1, -0.1, -0.2], [0.0, 0.0, 0.0], [0.0, 0.0, 0.0], [0.0, 0.0, 0.0]]
}



No. 2
{
  "formula": "C2H12N2O2",
  "method": "ωB97M-V with the def2-TZVPD basis set",
  "smiles": "CNCN.O.O",
  "fmax_ev_per_a": 1.85,
  "homo_lumo_gap_ev": 9.9863,
  "symbols": ["C", "N", "C", "N", "H", "H", "H", "H", "H", "H", "H", "H", "O", "H", "H", "O", "H", "H"],
  "xyz": [[-1.839746, 0.492415, -0.954315], [-0.450522, 0.753477, -1.337730], [0.554326, 0.430460, -0.351277], [0.611797, -0.973459, 0.114614], [-2.436580, 1.179568, -1.538971], [-2.126714, -0.554751, -1.005117], [-1.916503, 0.761898, 0.051112], [-0.165580, 0.256063, -2.171544], [0.425794, 1.070149, 0.535726], [1.556753, 0.696976, -0.700254], [-0.051821, -1.589046, -0.343249], [0.328639, -0.963967, 1.089079], [1.853432, -4.004083, 4.609494], [2.238601, -3.122712, 4.540033], [1.704532, -4.103252, 5.556324], [-0.401422, 3.422838, -2.748890], [0.489147, 3.767519, -2.802710], [-0.374135, 2.479905, -2.542325]],
  "atomic_forces_ev_per_a": [[1.1, 0.0, -1.1], [0.9, -0.3, -0.2], [0.3, 0.0, 0.8], [-0.3, 0.3, 0.6], [-0.6, -0.3, -0.1], [-0.3, -0.1, -0.4], [-0.3, 0.6, 1.7], [-0.4, -0.1, -0.3], [-0.3, -0.1, -0.2], [-0.3, 0.0, -0.5], [0.1, 0.2, -0.2], [0.1, -0.3, -0.1], [0.1, 0.2, 0.2], [0.0, -0.1, -0.1], [0.0, -0.1, -0.1], [-0.6, 0.4, -0.3], [0.2, -0.2, 0.1], [0.4, 0.0, 0.4]]
}



No. 3
{
  "formula": "C19H17N3OS2",
  "method": "ωB97M-V with the def2-TZVPD basis set",
  "smiles": "COc1ccccc1-c1cc2c(N[C@H](C)c3cccs3)ncnc2s1",
  "fmax_ev_per_a": 2.68,
  "homo_lumo_gap_ev": 8.3579,
  "symbols": ["C", "O", "C", "C", "C", "C", "C", "C", "C", "C", "C", "C", "N", "C", "C", "C", "C", "C", "C", "S", "N", "C", "N", "C", "S", "H", "H", "H", "H", "H", "H", "H", "H", "H", "H", "H", "H", "H", "H", "H", "H", "H"],
  "xyz": [[4.532471, -0.079003, 0.999832], [3.411368, -0.893167, 0.612998], [3.358447, -1.067363, -0.754597], [4.055352, -2.137253, -1.270358], [4.181176, -2.338071, -2.625862], [3.549565, -1.446876, -3.510302], [2.751312, -0.413589, -2.988983], [2.603851, -0.225442, -1.598228], [1.825349, 0.952539, -1.084747], [1.129266, 0.950590, 0.088726], [0.522135, 2.227371, 0.383830], [-0.244428, 2.617173, 1.431855], [-0.649480, 1.659843, 2.323514], [-1.972636, 1.620546, 2.952666], [-1.771615, 1.404990, 4.457916], [-2.811308, 0.514452, 2.282156], [-2.468459, -0.281311, 1.215898], [-3.562232, -1.217821, 0.902089], [-4.672662, -1.032122, 1.708004], [-4.474448, 0.247971, 2.852087], [-0.702600, 3.879872, 1.519662], [-0.429416, 4.751622, 0.560116], [0.282075, 4.399213, -0.510318], [0.781342, 3.182864, -0.580840], [1.644552, 2.507786, -1.936857], [5.470893, -0.663710, 1.018863], [4.359829, 0.341033, 2.008780], [4.700604, 0.712550, 0.268657], [4.463105, -2.819912, -0.546359], [4.723799, -3.157697, -3.014308], [3.631342, -1.560010, -4.568974], [2.225684, 0.255017, -3.686534], [1.137116, 0.059200, 0.720132], [-0.281364, 0.757175, 2.144765], [-2.520511, 2.558852, 2.811006], [-1.130453, 2.203337, 4.882722], [-1.297134, 0.453888, 4.659959], [-2.729690, 1.428686, 4.994567], [-1.495116, -0.257569, 0.695917], [-3.459895, -1.979490, 0.124727], [-5.606234, -1.636200, 1.630486], [-0.835515, 5.745467, 0.650771]],
  "atomic_forces_ev_per_a": [[0.4, -0.2, 0.2], [0.0, 0.5, 0.1], [-0.6, 0.3, 0.0], [0.1, -0.2, 0.1], [-1.0, 1.2, -0.6], [-0.4, 0.3, 1.4], [0.2, -0.4, -0.1], [0.4, 1.1, -0.5], [-0.4, -0.5, 0.4], [0.5, 0.0, -0.3], [1.9, -1.4, -1.3], [-2.0, 0.9, 1.0], [-0.7, 1.2, 0.5], [0.0, -0.4, 0.1], [-0.3, 0.6, 0.3], [-0.1, 0.5, 0.1], [-1.3, -0.6, 0.6], [0.2, 0.9, 0.8], [0.3, -0.9, -1.2], [1.4, -0.5, -0.9], [-0.6, -0.5, 1.2], [1.0, -2.3, -0.6], [0.1, 2.0, -0.9], [-0.7, 0.0, 0.1], [0.5, -0.5, 0.3], [-0.4, 0.0, 0.1], [-0.1, -0.3, -0.6], [-0.2, 0.2, 0.1], [0.4, -0.2, 0.1], [0.5, -0.7, -0.3], [0.1, -0.1, -0.5], [0.2, -0.3, 0.4], [-0.1, 0.4, -0.1], [0.3, -0.6, -0.1], [0.6, 0.0, -0.2], [-0.4, -0.4, -0.4], [0.1, -0.3, 0.0], [0.2, -0.1, -0.1], [-0.8, 0.0, 0.3], [-0.3, 0.3, 0.3], [0.9, 0.8, 0.3], [0.1, 0.2, -0.1]]
}



No. 4
{
  "formula": "C29H44BrClN4O2Tc",
  "method": "ωB97M-V with the def2-TZVPD basis set",
  "total_charge": -2,
  "spin_multiplicity": 4,
  "fmax_ev_per_a": 3.72,
  "s_squared": 3.78,
  "homo_lumo_gap_ev": [1.7799, 3.5642],
  "symbols": ["Tc", "Cl", "C", "C", "N", "H", "N", "H", "C", "C", "C", "H", "H", "H", "H", "H", "H", "C", "H", "H", "H", "C", "C", "H", "H", "C", "H", "C", "H", "H", "H", "H", "H", "C", "H", "C", "N", "H", "N", "H", "C", "C", "C", "H", "H", "H", "H", "H", "H", "C", "H", "H", "H", "C", "C", "H", "H", "C", "H", "C", "H", "H", "H", "H", "H", "C", "H", "C", "Br", "C", "C", "C", "C", "C", "C", "C", "O", "O", "H", "H", "H", "H"],
  "xyz": [[0.644968, -0.202127, 0.066052], [0.355671, -2.449703, 0.293634], [-3.660440, 0.556334, -0.657420], [-1.703975, -0.255638, 0.109833], [-2.561329, -0.190036, -0.980595], [-4.387968, 1.217400, 1.300249], [-2.472439, 0.241654, 1.138621], [-4.412442, 0.879042, -1.355998], [-2.575788, -1.090180, -2.149758], [-3.933543, -1.045819, -2.840374], [-1.526358, -0.611027, -3.127549], [-4.166578, -0.054426, -3.244103], [-3.901332, -1.742064, -3.688028], [-4.746573, -1.375018, -2.183910], [-2.263342, -3.177652, -2.555175], [-3.111008, -2.841739, -1.023263], [-0.509372, -0.766567, -2.754797], [-2.309937, -2.513765, -1.687447], [-1.656151, 0.458893, -3.343470], [-1.633470, -1.175677, -4.061364], [-1.364229, -2.575598, -1.151045], [-3.664652, 0.725276, 0.668911], [-2.581742, 1.441794, 3.266839], [-3.653116, 1.636405, 3.381418], [-2.148993, 1.423533, 4.273365], [-2.289645, 0.102833, 2.590443], [-0.525158, -0.139798, 3.823972], [-3.237988, -0.952297, 3.178413], [-3.045610, -1.940206, 2.750485], [-2.117721, 2.268291, 2.716146], [-0.275121, 0.485823, 2.218767], [-4.295682, -0.702333, 3.028582], [-3.061331, -1.014167, 4.259734], [-0.844321, -0.274166, 2.777765], [-0.684748, -1.314536, 2.457577], [4.690478, -1.579797, -0.031747], [3.508558, -1.084652, -0.502742], [5.428376, -1.731739, 2.020181], [3.490882, -0.872984, 1.656795], [5.461912, -1.975336, -0.661066], [3.166080, -1.249644, -1.910484], [4.407738, -1.012816, -2.765245], [2.701257, -2.688474, -2.116773], [5.150918, -1.811614, -2.643984], [4.095270, -1.013961, -3.816203], [4.878223, -0.047500, -2.540553], [1.804199, -0.292064, -3.264434], [2.408861, 0.760744, -1.963632], [1.806034, -2.888830, -1.516112], [2.072198, -0.257960, -2.200883], [3.478866, -3.398268, -1.810380], [2.463112, -2.840603, -3.175272], [1.076642, -0.556503, -1.679341], [4.666093, -1.446888, 1.304710], [2.565185, -2.184430, 3.479801], [3.320332, -2.970806, 3.347261], [2.281703, -2.166178, 4.538263], [3.146142, -0.823995, 3.085566], [1.727648, 0.274867, 4.264814], [4.396603, -0.571821, 3.940210], [4.936932, 0.332333, 3.631179], [1.689723, -2.435491, 2.868247], [1.404878, 0.291973, 2.528417], [5.097189, -1.416201, 3.949331], [4.072659, -0.427692, 4.979732], [2.194012, 0.321764, 3.277560], [2.712398, 1.274235, 3.140771], [2.679943, -0.663324, 0.518803], [-3.055233, 4.085081, 0.760442], [-2.475631, 4.010055, -1.036494], [-3.285241, 4.690271, -1.976345], [-2.770794, 4.944484, -3.252525], [-1.518320, 4.451841, -3.622943], [-0.806590, 3.627396, -2.731999], [-1.282703, 3.360905, -1.438182], [-0.507291, 2.440260, -0.505152], [-0.402015, 2.680596, 0.709863], [0.031251, 1.352158, -1.055052], [-4.274381, 5.038655, -1.694434], [-3.378929, 5.523684, -3.963463], [-1.079557, 4.716681, -4.593464], [0.145854, 3.198850, -3.029550]],
  "atomic_forces_ev_per_a": [[0.0, -1.1, 2.1], [0.2, -2.5, 1.0], [-1.5, -0.3, 0.1], [-0.4, -0.4, -0.1], [0.3, 0.5, 1.0], [0.2, 0.0, -0.1], [-0.4, -0.5, -0.6], [0.1, -0.1, 0.0], [0.6, 0.4, -0.2], [-0.3, 0.0, -0.3], [0.4, 0.0, -0.7], [0.0, -0.1, 0.1], [0.1, 0.1, 0.1], [0.1, 0.1, 0.0], [-0.1, 0.0, 0.0], [-0.1, -0.1, 0.1], [-0.4, 0.1, 0.1], [0.1, 0.0, 0.0], [0.1, -0.2, 0.1], [0.1, 0.0, 0.0], [-0.1, 0.0, 0.0], [-0.5, 0.7, 0.1], [0.3, 0.4, 0.2], [0.1, 0.0, -0.1], [-0.1, 0.0, 0.0], [0.2, 0.3, 0.1], [-0.3, -0.3, -0.1], [0.1, -0.2, -0.1], [0.0, 0.1, -0.1], [-0.1, -0.2, 0.0], [-0.1, -0.5, -0.2], [0.2, 0.0, -0.1], [0.0, 0.0, -0.1], [0.0, 0.2, 0.8], [0.4, 0.5, -0.1], [0.6, -0.2, 0.6], [0.6, -0.3, 0.3], [-0.2, 0.1, -0.3], [-0.5, 0.1, -0.3], [0.1, -0.1, 0.0], [-0.3, -0.1, 0.4], [0.1, 0.2, -0.4], [-0.4, -0.2, -0.1], [-0.1, 0.2, -0.1], [0.1, 0.0, 0.1], [-0.1, -0.1, 0.0], [0.1, 0.0, -0.1], [-0.4, -0.3, 0.0], [0.2, 0.1, -0.2], [-0.3, 0.2, -0.7], [0.0, 0.1, -0.1], [0.0, -0.1, 0.0], [1.0, 0.1, -0.9], [1.6, -0.8, -0.3], [-0.3, 0.0, 0.1], [-0.1, 0.1, -0.1], [-0.1, 0.0, 0.0], [0.0, -0.1, -0.3], [0.1, 0.1, 0.1], [0.2, 0.1, 0.3], [-0.1, -0.2, 0.0], [0.2, 0.1, 0.1], [0.4, 0.0, 0.0], [-0.2, 0.1, 0.0], [0.0, 0.0, -0.2], [-0.4, 0.3, 0.2], [0.0, 0.0, 0.1], [-0.9, 1.5, -0.3], [-0.3, 0.3, 0.5], [-1.4, 0.7, -0.9], [1.3, -0.1, -0.1], [-1.9, 0.3, 0.4], [1.7, -0.5, -0.1], [-0.7, 0.4, 0.0], [1.4, -1.1, 0.2], [0.4, -0.9, -0.7], [-0.1, -0.1, -0.4], [-0.7, 3.7, -0.3], [0.1, 0.1, 0.0], [0.2, -0.3, 0.2], [-0.2, -0.2, 0.3], [-0.1, -0.1, 0.0]]
}



no.,electronic energy (eV)
1,-135504.67285
2,-9343.19181
3,-48166.61647
4,-125602.66164